ORCA calculation (wB97M-V/def2-TZVPD) on a structure of composition C27H40N4O3SV.

F_max (Eh/bohr): 0.0098
HOMO level (spin up / spin down) (eV): -10.077 / -10.183
2S+1: 3
Gap between HOMO and LUMO (spin up / spin down) (eV): 6.67 / 6.78
Net charge: +1
<S²>: 2.0133
Total energy (eV): -77272.4409

CARTESIAN COORDINATES (ANGSTROEM)
V (-0.510, -1.237, -0.517)
C (-1.912, 1.752, -0.291)
C (-1.400, 1.182, -1.628)
N (-0.058, 0.571, -1.508)
C (0.544, 0.205, -2.815)
C (1.617, -0.890, -2.627)
N (1.599, -1.409, -1.245)
C (2.287, -2.720, -1.065)
C (1.330, -3.834, -0.646)
C (0.765, -3.674, 0.769)
N (0.472, -2.256, 1.067)
C (-0.248, -2.028, 2.331)
C (-0.683, -0.549, 2.418)
N (-0.429, 0.158, 1.142)
C (-1.137, 1.465, 1.016)
H (-2.943, 1.425, -0.172)
H (-1.940, 2.841, -0.369)
H (-1.396, 1.956, -2.401)
H (-2.066, 0.389, -1.977)
H (0.561, 1.229, -1.041)
H (0.956, 1.094, -3.301)
H (-0.257, -0.183, -3.439)
H (2.615, -0.509, -2.869)
H (1.392, -1.714, -3.300)
H (2.100, -0.746, -0.659)
H (3.075, -2.593, -0.317)
H (2.782, -2.994, -1.998)
H (1.860, -4.787, -0.693)
H (0.519, -3.881, -1.372)
H (1.471, -4.052, 1.518)
H (-0.167, -4.232, 0.872)
H (1.375, -1.792, 1.165)
H (0.373, -2.313, 3.185)
H (-1.129, -2.667, 2.317)
H (-0.173, -0.030, 3.235)
H (-1.754, -0.500, 2.611)
H (0.565, 0.378, 1.135)
H (-0.404, 2.258, 1.183)
H (-1.851, 1.537, 1.837)
O (-1.551, -2.776, -4.111)
C (-1.824, -2.530, -2.954)
O (-0.869, -2.149, -2.125)
C (-3.221, -2.641, -2.427)
C (-4.161, -3.105, -3.353)
C (-5.489, -3.274, -3.015)
C (-5.901, -2.974, -1.723)
C (-4.989, -2.510, -0.797)
C (-3.643, -2.334, -1.127)
S (-2.647, -1.719, 0.205)
H (-3.806, -3.333, -4.348)
H (-6.195, -3.637, -3.748)
H (-6.937, -3.101, -1.437)
H (-5.309, -2.273, 0.209)
C (1.008, 6.038, 1.092)
C (1.527, 4.662, 1.384)
C (1.449, 4.123, 2.662)
C (1.920, 2.847, 2.946)
C (1.847, 2.344, 4.364)
C (2.447, 2.074, 1.895)
C (2.819, 0.685, 2.180)
O (2.750, -0.225, 1.364)
C (2.580, 2.616, 0.598)
C (3.302, 1.910, -0.520)
C (2.118, 3.902, 0.374)
H (0.848, 6.604, 2.007)
H (0.054, 5.981, 0.562)
H (1.700, 6.590, 0.458)
H (1.029, 4.718, 3.463)
H (1.423, 3.109, 5.009)
H (2.837, 2.099, 4.752)
H (1.226, 1.453, 4.460)
H (3.129, 0.451, 3.208)
H (4.179, 1.375, -0.159)
H (3.623, 2.636, -1.264)
H (2.682, 1.172, -1.028)
H (2.249, 4.344, -0.608)